Entry 1:
# C3H11NS

2 unconnected molecules or ions with the total composition C3H11NS in a non-equilibrium geometry (wB97M-V/def2-TZVPD, the Open Molecules 2025 dataset).

SMILES string = CCN.CS
Total charge = 0
Relative energy (zero: lowest compared OMol25 entry of this formula, charge and spin) = 34.4 kcal per mole

Each atom is followed by the atoms it is bonded to, with distances in Å.
Geometry (Å):
1 C -2.91099 -0.10752 -0.54160  S2 1.884, H3 1.141, H4 1.065, H5 1.069
2 S -2.48126 1.71824 -0.35947  C1 1.884, H16 1.372
3 H -3.96993 -0.28146 -0.15440  C1 1.141
4 H -2.76316 -0.33047 -1.57283  C1 1.065
5 H -2.26880 -0.54447 0.19275  C1 1.069
6 C 1.99551 0.38142 -0.78210  C7 1.486, H9 1.109, H10 1.141, H11 1.133
7 C 1.14142 -0.13041 0.32067  C6 1.486, N8 1.496, H12 1.058, H13 1.089
8 N 1.98064 -0.81821 1.35020  C7 1.496, H14 0.997, H15 1.039
9 H 1.97648 1.48987 -0.76812  C6 1.109
10 H 2.96725 -0.19910 -0.63829  C6 1.141
11 H 1.57590 0.09706 -1.79580  C6 1.133
12 H 0.45362 0.57216 0.71036  C7 1.058
13 H 0.44287 -0.91670 0.03724  C7 1.089
14 H 2.42093 -1.69297 1.16089  N8 0.997
15 H 1.23320 -1.08680 2.02047  N8 1.039
16 H -1.79367 1.84936 0.82004  S2 1.372

---

Entry 2:
# C3H7NO

2 unconnected molecules or ions with the total composition C3H7NO (wB97M-V/def2-TZVPD, the Open Molecules 2025 dataset).

Total charge = 0
Relative energy (zero: lowest compared OMol25 entry of this formula, charge and spin) = 82.7 kcal per mole

Each atom is followed by the atoms it is bonded to, with distances in Å.
Geometry (Å):
1 C -1.50413 0.92002 1.11082  H6 1.092, H7 1.095, H8 1.092, H10 1.095
2 C 0.02960 -1.56460 0.19773  N3 1.330, H9 1.108
3 N 0.87441 -0.82836 -0.51907  C2 1.330, C4 1.428, H11 1.021
4 C 1.89447 -0.03740 0.09115  N3 1.428, O5 1.194, H12 1.106
5 O 1.98046 0.16656 1.26457  C4 1.194
6 H -2.57866 0.74812 1.20474  C1 1.092
7 H -1.28587 1.33403 0.12082  C1 1.095
8 H -1.16667 1.61758 1.87969  C1 1.092
9 H -0.70353 -1.96016 -0.53295  C2 1.108
10 H -0.97002 -0.02583 1.24780  C1 1.095
11 H 0.84115 -0.72569 -1.53464  N3 1.021
12 H 2.58462 0.38852 -0.66073  C4 1.106